Here is 2 unconnected molecules or ions with the total composition C3H3NO from the Open Molecules 2025 dataset. Energies are from the ωB97M-V functional and the def2-TZVPD basis.

## Properties
* LUMO: 0.65 eV
* E_tot: -6693.94481 eV
* energy relative to the best compared isomer or geometry (same formula, charge and spin): 245.8 kJ/mol

Each line ends with the natural charge from an NBO analysis.
Atoms and positions in Å:
H: -3.5558 -1.0072 0.5536  0.2299
C: -2.7427 -0.4246 0.2455  -0.4247
H: 0.0806 0.5053 -0.3426  0.5237
N: 1.8180 0.0877 0.0938  -0.3650
C: 2.9479 -0.0384 0.0819  0.1559
C: -1.7615 0.1409 -0.1413  0.3198
H: 4.0003 -0.1491 0.0806  0.2392
O: -0.7868 0.8854 -0.5714  -0.6788